1.
ORCA calculation (the ωB97M-V functional and the def2-TZVPD basis) on F2H8NNa2O8S2 as an isolated structure in a non-equilibrium geometry.

```
23
F2H8NNa2O8S2 | OMol25 | the ωB97M-V functional and the def2-TZVPD basis
Na 4.358 16.562 -21.264
Na 6.762 15.549 -20.649
N 5.342 16.079 -20.017
S 4.698 14.713 -19.209
O 3.250 14.568 -19.063
O 5.535 14.042 -18.170
F 4.998 13.877 -20.515
S 5.390 16.951 -18.707
O 6.052 16.503 -17.473
O 4.143 17.679 -18.499
F 6.441 18.112 -19.268
O 3.736 15.401 -16.753
H 3.439 15.071 -15.905
H 4.651 15.125 -16.811
O 7.885 17.116 -20.450
H 7.825 17.858 -19.848
H 8.825 16.969 -20.557
O 6.557 13.860 -21.765
H 6.086 14.312 -22.465
H 6.129 13.006 -21.701
O 1.367 13.278 -19.249
H 2.263 13.593 -19.133
H 1.447 12.548 -19.863
```

The value obtained for the total energy is -53923.38563 eV. The calculation puts the LUMO energy at -5.2 eV. Its total charge is +1. The HOMO-LUMO gap comes out at 0.293 Eh.

Mulliken atomic charge list, values in e, 5 entries:
1. Na 1.016
2. Na 1.085
3. N -0.443
4. S 0.764
5. O -0.472



2.
ORCA calculation (the ωB97M-V functional and the def2-TZVPD basis) on a 2-piece molecular cluster, F2HN6 overall in a non-equilibrium geometry.

```
9
F2HN6 | OMol25 | the ωB97M-V functional and the def2-TZVPD basis
N -0.517 1.589 0.393
N -0.598 0.406 0.837
N 0.779 0.394 -0.817
N 0.388 1.573 -0.530
N 0.147 -0.294 0.116
N 0.404 -1.650 0.294
F -1.043 -2.429 -0.641
F -0.028 -1.963 1.499
H 0.470 2.373 -1.151
```

The value obtained for the total energy is -14373.91605 eV. The calculation puts the LUMO energy (alpha / beta) at -8.4 / -8.0 eV. Its total charge is +1. The HOMO-LUMO gap (alpha / beta) comes out at 0.375 / 0.360 Eh.

natural (NBO) atomic charge list, values in e, 5 entries:
1. N 0.067
2. N 0.078
3. N 0.134
4. N -0.076
5. N 0.100



3.
ORCA calculation (the ωB97M-V functional and the def2-TZVPD basis) on a 2-piece molecular cluster, F2HNS overall in a non-equilibrium geometry.

```
5
F2HNS | OMol25 | the ωB97M-V functional and the def2-TZVPD basis
N -1.169 -1.439 -0.108
F 2.469 0.831 -0.292
F -2.457 0.633 0.617
S -1.281 -0.060 -0.501
H 2.437 0.034 0.284
```

The value obtained for the total energy is -17774.68554 eV. The calculation puts the LUMO energy at -1.5 eV. Its total charge is 0. The HOMO-LUMO gap comes out at 0.371 Eh.

The computed natural (NBO) charges, all in e, follow:
1. N -0.635
2. F -0.565
3. F -0.575
4. S 1.210
5. H 0.565



4.
ORCA calculation (the ωB97M-V functional and the def2-TZVPD basis) on a 2-piece molecular cluster, F2HNS overall in a non-equilibrium geometry.

```
5
F2HNS | OMol25 | the ωB97M-V functional and the def2-TZVPD basis
N -1.490 -0.863 -0.404
F -1.424 -1.758 0.532
F -3.114 1.062 0.842
S -2.642 0.199 -0.588
H 0.544 -0.136 -0.588
```

The value obtained for the total energy is -17769.55685 eV. The calculation puts the LUMO energy (alpha / beta) at -0.4 / -1.9 eV. Its total charge is 0. The HOMO-LUMO gap (alpha / beta) comes out at 0.347 / 0.309 Eh.

The computed natural (NBO) charges, all in e, follow:
1. N -0.275
2. F -0.174
3. F -0.515
4. S 0.927
5. H 0.038



5.
ORCA calculation (the ωB97M-V functional and the def2-TZVPD basis) on a 2-piece molecular cluster, F2HNS overall in a non-equilibrium geometry.

```
5
F2HNS | OMol25 | the ωB97M-V functional and the def2-TZVPD basis
N 0.181 -0.895 0.197
F -1.842 0.591 -0.460
F 2.436 0.178 -0.290
S 0.875 0.315 0.442
H -1.651 -0.188 0.111
```

The value obtained for the total energy is -17774.79291 eV. The calculation puts the LUMO energy at -1.6 eV. Its total charge is 0. The HOMO-LUMO gap comes out at 0.381 Eh.

The computed natural (NBO) charges, all in e, follow:
1. N -0.722
2. F -0.585
3. F -0.557
4. S 1.291
5. H 0.573



6.
ORCA calculation (the ωB97M-V functional and the def2-TZVPD basis) on one molecule with the formula F2HOPS in a non-equilibrium geometry.

```
6
F2HOPS | OMol25 | the ωB97M-V functional and the def2-TZVPD basis
O 1.150 -0.016 0.481
F -0.918 -1.199 0.966
F -0.190 -1.117 -1.495
P -0.375 -0.034 0.082
S -1.263 1.668 -0.019
H 1.594 0.697 -0.015
```

The value obtained for the total energy is -27624.95570 eV. The calculation puts the LUMO energy at -0.2 eV. Its total charge is 0. The HOMO-LUMO gap comes out at 0.387 Eh. Its SMILES is OP(F)(F)=S.

natural (NBO) atomic charge list, values in e, 5 entries:
1. O -0.962
2. F -0.523
3. F -0.591
4. P 2.001
5. S -0.454



The following energy above the lowest of the compared OMol25 structures with the same formula, charge and spin values (in kcal per mole) correspond, in order, to the records above: 218.45, 42.62, 11.72, 130.00, 9.25, 29.37.